1.
{"formula": "C57H76F16N17O32S16", "method": "wB97M-V/def2-TZVPD", "species": ["C", "H", "H", "C", "S", "C", "H", "C", "F", "F", "C", "N", "H", "O", "O", "C", "H", "F", "H", "H", "C", "C", "H", "H", "H", "C", "H", "H", "F", "F", "C", "C", "H", "O", "H", "C", "O", "C", "H", "S", "H", "H", "O", "C", "O", "S", "C", "H", "H", "S", "O", "H", "H", "C", "N", "C", "O", "F", "N", "H", "H", "H", "F", "C", "O", "C", "H", "S", "H", "H", "O", "H", "H", "H", "O", "C", "H", "H", "C", "O", "H", "S", "H", "H", "S", "H", "H", "H", "C", "C", "O", "H", "S", "H", "F", "H", "C", "O", "C", "C", "S", "C", "C", "F", "C", "N", "H", "H", "H", "O", "H", "H", "H", "H", "H", "C", "C", "F", "H", "C", "C", "H", "O", "S", "H", "C", "N", "C", "C", "H", "F", "O", "C", "C", "O", "H", "N", "O", "F", "O", "S", "O", "H", "C", "C", "O", "N", "H", "H", "S", "N", "H", "H", "H", "O", "H", "O", "C", "C", "C", "H", "H", "N", "F", "O", "F", "H", "N", "S", "C", "S", "N", "N", "N", "C", "C", "C", "H", "C", "H", "N", "F", "F", "C", "H", "H", "O", "N", "O", "N", "C", "S", "C", "C", "O", "H", "C", "H", "C", "C", "C", "H", "S", "H", "O", "O", "N", "H", "C", "H", "O", "H", "O", "H"], "positions_angstrom": [[1.010, 28.615, -38.053], [14.581, 13.305, -23.670], [7.543, 20.768, -24.512], [14.771, 13.522, -21.054], [2.003, 18.993, -37.940], [9.412, 19.829, -43.522], [7.109, 20.757, -22.884], [7.118, 17.250, -24.842], [14.558, 21.682, -27.803], [11.786, 27.126, -21.949], [12.106, 22.106, -38.473], [6.418, 25.949, -17.086], [9.389, 20.673, -46.253], [13.318, 27.789, -23.738], [5.997, 15.803, -18.148], [0.247, 25.884, -34.569], [9.387, 19.611, -23.375], [1.826, 17.259, -34.596], [7.282, 27.515, -15.881], [7.384, 19.036, -26.857], [15.805, 12.416, -15.497], [13.893, 12.651, -23.135], [2.547, 19.931, -16.481], [16.719, 12.592, -14.950], [0.787, 25.775, -33.640], [10.759, 21.526, -40.443], [6.298, 26.404, -19.131], [1.239, 29.881, -42.092], [3.021, 18.567, -39.094], [10.531, 31.341, -23.828], [0.658, 19.862, -18.127], [11.113, 22.705, -36.279], [4.758, 19.784, -29.104], [5.838, 10.781, -27.686], [9.551, 18.911, -45.957], [5.947, 25.268, -16.026], [9.180, 16.302, -15.104], [7.267, 20.074, -23.719], [10.079, 22.789, -35.945], [-3.273, 18.899, -25.592], [6.408, 19.930, -28.949], [8.947, 22.251, -37.636], [9.550, 29.483, -24.833], [8.427, 19.101, -23.453], [-2.421, 16.308, -25.929], [10.853, 29.866, -24.312], [9.639, 21.787, -39.641], [7.238, 16.504, -25.627], [-1.901, 24.030, -33.543], [16.948, 20.237, -30.206], [14.066, 19.941, -29.362], [4.064, 21.820, -16.021], [12.162, 22.351, -42.658], [4.885, 24.828, -18.547], [16.359, 21.354, -29.417], [14.951, 12.430, -13.261], [11.017, 26.880, -24.170], [-4.030, 20.139, -24.860], [2.589, 17.935, -36.731], [-2.654, 25.700, -33.261], [-1.879, 26.190, -37.762], [12.857, 21.959, -40.504], [7.516, 8.855, -24.026], [14.331, 12.437, -17.413], [2.453, 20.373, -37.768], [4.367, 24.089, -17.487], [8.919, 18.226, -25.471], [6.640, 9.413, -25.322], [1.233, 26.762, -41.400], [14.030, 11.661, -23.570], [-4.211, 18.651, -26.648], [0.470, 25.589, -39.199], [9.010, 19.703, -41.451], [14.095, 12.050, -12.703], [7.512, 17.469, -16.585], [8.404, 18.009, -24.535], [7.716, 27.555, -17.701], [5.554, 21.397, -28.831], [-1.753, 25.093, -33.353], [6.079, 10.631, -24.753], [2.195, 28.378, -42.294], [-0.042, 28.120, -24.455], [4.499, 19.977, -26.657], [4.494, 23.789, -15.426], [-3.484, 16.633, -24.975], [0.877, 21.722, -19.696], [1.873, 26.722, -35.671], [5.610, 18.809, -23.147], [11.255, 21.125, -44.185], [2.587, 20.883, -16.988], [1.815, 25.414, -24.710], [-2.867, 25.372, -35.481], [1.302, 17.920, -35.979], [12.881, 12.961, -23.395], [7.450, 27.251, -31.305], [12.972, 22.309, -37.860], [2.003, 29.239, -41.653], [-1.944, 19.457, -25.876], [11.464, 21.549, -42.845], [2.543, 22.927, -18.783], [1.867, 26.847, -24.993], [14.826, 13.569, -19.646], [11.995, 21.867, -39.861], [6.915, 16.756, -14.469], [-1.862, 25.725, -35.661], [-1.093, 25.614, -34.519], [8.610, 19.179, -43.840], [8.623, 21.695, -39.997], [4.688, 16.671, -26.004], [15.753, 19.717, -27.480], [12.885, 10.880, -19.049], [6.424, 25.315, -15.059], [11.728, 21.922, -35.835], [6.720, 16.670, -24.010], [8.211, 18.507, -22.566], [0.625, 27.293, -38.077], [1.616, 21.870, -18.922], [-0.822, 28.486, -23.073], [11.011, 19.901, -46.351], [10.634, 21.049, -41.818], [0.832, 26.435, -35.682], [15.882, 11.887, -13.102], [6.786, 29.528, -31.875], [15.210, 20.465, -28.602], [1.654, 30.340, -39.337], [3.437, 21.878, -16.899], [11.020, 22.336, -37.748], [9.633, 20.133, -42.221], [9.793, 22.022, -38.268], [11.620, 23.658, -36.129], [7.338, 28.102, -36.059], [0.730, 19.159, -35.462], [10.034, 19.884, -45.868], [15.628, 12.485, -16.858], [0.693, 18.782, -38.531], [-0.164, 20.166, -18.775], [7.080, 14.812, -16.084], [1.721, 27.242, -26.395], [7.936, 10.173, -28.655], [6.543, 29.816, -34.680], [7.703, 28.499, -32.315], [8.384, 14.912, -18.163], [12.791, 10.884, -21.436], [1.211, 27.280, -40.452], [4.916, 24.329, -16.261], [9.075, 28.696, -31.966], [1.506, 27.708, -23.839], [12.213, 12.113, -16.878], [4.423, 17.250, -24.271], [7.841, 16.334, -15.733], [7.757, 9.471, -26.255], [11.922, 21.389, -44.993], [15.253, 14.248, -21.691], [0.346, 19.514, -17.142], [11.929, 30.281, -25.223], [9.110, 17.291, -24.116], [-4.779, 15.961, -25.196], [1.456, 29.281, -39.259], [6.358, 18.757, -26.616], [0.054, 26.649, -36.834], [6.084, 17.927, -27.267], [16.532, 12.618, -17.434], [1.493, 28.592, -40.400], [3.456, 27.197, -24.784], [-0.215, 29.366, -25.206], [-2.980, 15.827, -23.634], [4.477, 24.723, -19.542], [14.760, 12.324, -14.673], [7.632, 28.794, -34.664], [0.696, 26.641, -39.295], [6.763, 9.660, -27.625], [6.054, 18.229, -25.216], [11.233, 29.350, -22.881], [14.086, 12.545, -21.653], [5.931, 19.312, -24.059], [13.519, 12.251, -15.179], [13.242, 12.222, -16.570], [12.695, 12.241, -14.481], [4.676, 17.503, -25.300], [15.424, 14.297, -19.117], [1.643, 20.942, -17.928], [18.018, 21.249, -30.975], [6.513, 13.530, -17.768], [13.382, 11.660, -20.972], [5.030, 19.869, -24.318], [2.562, 23.762, -19.467], [6.379, 8.483, -28.332], [10.302, 20.260, -44.465], [0.390, 16.824, -36.437], [7.319, 27.619, -33.749], [14.171, 12.599, -18.886], [11.866, 27.811, -23.451], [5.921, 25.782, -18.332], [13.384, 11.670, -19.591], [-0.855, 27.009, -24.996], [5.916, 20.991, -26.540], [5.532, 20.075, -26.989], [1.188, 19.045, -18.616], [3.452, 22.948, -17.777], [-1.297, 26.202, -36.852], [5.492, 20.351, -28.531], [1.136, 29.177, -37.139], [7.032, 14.998, -17.549], [2.851, 29.813, -41.281], [8.958, 29.232, -34.878], [17.813, 19.297, -29.569], [-3.481, 17.918, -24.255], [8.403, 26.483, -16.497], [7.482, 26.977, -16.807], [15.232, 13.459, -13.038], [16.284, 19.774, -31.381], [-1.149, 25.352, -32.483], [5.728, 8.295, -25.397], [3.932, 18.173, -25.732]], "total_charge": 1, "gap_ev": 1.51, "largest_force_ev_per_a": 12.00, "lumo_energy_ev": -6.43, "e_tot_ha": -13523.45351}

---

2.
{"formula": "C57H76N10O4S", "method": "wB97M-V/def2-TZVPD", "species": ["C", "H", "C", "C", "H", "N", "C", "N", "C", "H", "C", "C", "O", "C", "N", "H", "H", "H", "H", "O", "H", "C", "H", "H", "O", "H", "C", "C", "H", "C", "H", "C", "C", "C", "C", "C", "C", "H", "H", "H", "C", "C", "H", "H", "C", "C", "C", "H", "H", "H", "C", "H", "H", "H", "N", "H", "H", "C", "H", "H", "H", "C", "H", "H", "C", "H", "H", "H", "C", "C", "C", "N", "H", "C", "H", "H", "H", "H", "O", "H", "N", "H", "C", "H", "C", "C", "H", "H", "H", "C", "C", "H", "H", "H", "N", "H", "C", "H", "C", "C", "S", "C", "H", "H", "H", "H", "H", "C", "H", "H", "H", "C", "H", "H", "C", "C", "C", "C", "C", "N", "C", "H", "H", "H", "H", "C", "H", "H", "H", "C", "H", "C", "H", "H", "H", "C", "C", "C", "H", "N", "C", "N", "H", "H", "H", "H", "C", "C"], "positions_angstrom": [[12.603, 1.743, 1.312], [-1.327, -3.021, -2.775], [-4.316, -10.919, -1.885], [0.659, 6.692, -0.020], [5.861, 2.889, -4.647], [6.599, 3.286, -5.201], [7.923, 4.756, -6.194], [3.128, -1.890, 4.787], [-3.855, -9.482, -0.236], [-11.883, 1.189, -3.848], [-11.475, 1.900, -1.775], [11.886, 1.551, 2.461], [-3.543, 2.835, -0.882], [-2.962, -10.944, -1.691], [-2.582, -6.402, 1.664], [5.038, 0.761, -5.970], [-6.888, 1.815, -0.601], [7.513, 1.487, -5.888], [-4.725, -0.756, -1.976], [-5.104, 3.141, 0.923], [9.202, 3.184, -7.150], [-0.628, 2.510, -1.059], [7.439, 1.204, 1.821], [0.659, -0.364, -2.275], [-2.829, 3.965, 1.212], [1.241, 1.458, 1.562], [-11.270, 1.675, -3.109], [0.812, 1.445, 0.576], [-0.719, -3.675, -1.256], [7.527, 2.563, -5.897], [-0.232, 3.298, 0.891], [4.280, -0.773, 6.307], [2.549, -2.174, 5.994], [-5.927, 0.900, 1.558], [-1.889, -1.508, 4.072], [-3.301, -4.585, 2.702], [-1.977, -1.857, 0.089], [-5.852, -1.987, -1.516], [3.032, -1.514, 8.015], [-1.696, -9.808, -0.232], [-3.841, -2.589, -1.463], [-2.663, -5.430, 3.653], [-5.705, 0.234, 2.387], [9.825, 1.784, 2.852], [6.388, 1.395, 1.952], [4.301, 1.823, 2.671], [-10.335, 2.591, -1.281], [-12.346, 1.605, -1.214], [3.889, 7.003, -0.576], [12.194, 1.240, 3.444], [-4.898, -1.539, -1.246], [-4.078, -8.754, 0.527], [2.641, 5.099, -2.043], [-2.010, -0.786, -0.115], [0.913, 5.752, -0.979], [-6.802, 1.502, 1.786], [-2.259, -11.549, -2.238], [5.650, 1.642, 3.079], [-7.143, 0.423, -1.612], [-5.826, -9.810, -0.911], [-5.308, -1.883, 0.789], [4.182, -1.036, 4.967], [-3.060, 4.260, -2.277], [-0.945, -2.105, 0.278], [11.689, 2.157, 0.305], [8.356, 5.687, -6.519], [2.516, 0.869, -4.990], [-3.584, -4.904, 0.520], [0.452, 0.433, -1.580], [10.447, 2.202, 0.877], [-1.613, -3.489, -1.843], [-1.397, 0.612, 4.475], [0.023, -0.879, 5.033], [4.264, 1.674, 1.312], [-2.533, -5.239, 4.705], [-4.390, 2.015, 2.495], [-7.140, -0.520, 0.538], [-4.180, -0.584, 0.586], [-1.420, 3.613, -1.341], [-2.609, -2.020, 0.951], [10.575, 1.835, 2.189], [-9.639, 2.176, -4.353], [-2.632, 0.608, 3.889], [-5.504, 1.115, -1.380], [6.831, 4.621, -5.378], [5.538, 0.075, -3.894], [-1.710, -7.420, 3.326], [6.032, 1.690, 4.085], [11.918, 2.395, -0.720], [-6.448, 0.875, -0.916], [3.432, 0.583, -4.502], [1.724, -0.388, -0.030], [1.699, -2.831, 6.061], [1.967, 8.119, 0.985], [-4.851, -10.028, -0.995], [5.013, -0.134, 6.770], [-5.082, -1.016, 0.172], [-3.902, 1.424, 0.944], [2.240, 5.773, -1.305], [-9.475, 2.762, -2.332], [-3.911, 3.979, 0.261], [-2.235, -6.545, 2.982], [-2.388, -7.066, 0.937], [-0.333, 6.826, 0.375], [0.227, 5.137, -1.379], [3.447, 1.734, 0.615], [-1.822, -2.581, 4.016], [2.844, 6.742, -0.549], [9.488, 2.465, 0.465], [-0.835, 1.478, -2.942], [2.638, 0.156, -2.592], [-2.967, -0.694, 3.625], [5.804, 1.264, -0.075], [3.458, 2.036, 3.307], [3.243, -1.496, 6.959], [4.718, -0.115, -2.813], [-2.674, 3.324, -1.882], [1.062, 0.410, -0.321], [-6.217, 0.016, 0.336], [5.537, 1.416, 0.880], [-0.938, -0.672, 4.593], [-8.508, 3.231, -2.387], [4.764, -0.691, 4.131], [-3.165, 1.527, 3.713], [-4.942, -11.455, -2.577], [8.366, 3.446, -6.524], [-2.067, -4.462, -2.013], [-10.166, 2.924, -0.271], [4.932, -0.450, -1.812], [-4.738, 1.844, 1.484], [6.203, 5.360, -4.910], [-0.389, 1.481, -1.962], [6.603, -0.088, -3.913], [13.665, 1.602, 1.203], [-3.756, -3.625, 2.882], [-3.229, -5.211, 1.490], [-2.566, -2.604, -1.073], [-2.668, -10.032, -0.641], [2.826, -2.253, 3.903], [3.443, 0.199, -3.192], [4.719, 0.518, -4.969], [-10.050, 2.200, -3.439], [-0.901, 1.431, 4.771], [-3.883, -1.026, 3.163], [-2.643, 2.604, -2.688], [-4.151, -3.425, -2.076], [1.838, 7.327, 0.268], [-0.029, 2.494, 0.206]], "gap_ev": 8.30, "largest_force_ev_per_a": 1.39, "lumo_energy_ev": 0.14, "e_tot_ha": -3464.13490}